No. 1
Formula: C21H21N3O2S2
Source: OMol25
Level of theory: wB97M-V/def2-TZVPD

As for the energy above the lowest of the compared OMol25 structures with the same formula, charge and spin: 78.86 kJ/mol. The calculation puts the LUMO energy at 0.42 eV. As for the total energy: -52354.670 eV. Its SMILES is C=CCn1c(SCC(=O)N2CCc3ccccc3C2)nc2sc(C)cc2c1=O.

Last column: natural (NBO) charge in e.
Cartesian coordinates (Å):
S  -1.82450  -0.45470  -2.61177  0.42
S  0.07108  2.69554  1.24825  0.27
O  1.60337  3.03331  -3.44559  -0.60
O  -1.31867  1.29388  4.28539  -0.62
N  0.82328  2.80261  -1.31192  -0.42
N  -0.81492  1.21982  -0.73347  -0.57
N  -0.23827  -0.13733  2.93096  -0.43
C  -0.30817  -2.13136  1.51344  0.04
C  -1.65928  -1.10168  -5.33247  -0.64
C  0.86153  2.44931  -2.68639  0.67
C  -1.36137  1.83327  1.97428  -0.63
C  -1.17692  -0.23450  -4.22726  -0.16
C  -1.07995  -4.77766  1.17433  -0.21
C  0.11173  -1.00252  4.03922  -0.22
C  -0.74914  -2.26135  3.98566  -0.43
C  0.12891  -0.69221  1.65242  -0.27
C  0.00519  2.18045  -0.43111  0.33
C  -0.29891  -2.71319  0.25172  -0.22
C  -0.97309  0.96554  3.16575  0.67
C  4.17314  3.34078  -0.93821  -0.35
C  -0.04467  1.38116  -3.01710  -0.25
C  1.74460  3.84790  -0.88551  -0.28
C  -1.09065  -4.20375  2.43099  -0.19
C  3.00650  3.25468  -0.32942  -0.21
C  -0.26009  0.76116  -4.27587  -0.22
C  -0.70656  -2.88053  2.61581  -0.05
C  -0.82927  0.82649  -2.01923  0.06
C  -0.68221  -4.02884  0.07863  -0.21
H  -0.05550  -0.45269  4.96628  0.25
H  0.00792  -2.12198  -0.59929  0.21
H  -0.41230  -2.97893  4.73583  0.22
H  1.97068  4.44136  -1.77472  0.26
H  -1.78349  -1.99359  4.22318  0.22
H  5.06419  2.89937  -0.52562  0.20
H  -1.38212  -5.80651  1.04790  0.21
H  -0.67445  -4.46840  -0.90732  0.21
H  0.26043  1.06247  -5.16621  0.24
H  -1.83801  1.27635  1.16926  0.28
H  -0.30633  -0.12016  0.83410  0.25
H  2.89669  2.72458  0.60692  0.20
H  1.17172  -1.26293  3.95361  0.19
H  4.28106  3.85874  -1.87656  0.20
H  1.24491  4.46564  -0.13370  0.22
H  -1.40160  -4.78416  3.28789  0.21
H  -1.47034  -2.15091  -5.10780  0.22
H  -2.02829  2.61078  2.34792  0.26
H  1.22467  -0.64408  1.54778  0.20
H  -1.14976  -0.84082  -6.25649  0.23
H  -2.73276  -0.98042  -5.47452  0.22

---

No. 2
Formula: C21H21N3O3
Source: OMol25
Level of theory: wB97M-V/def2-TZVPD

As for the energy above the lowest of the compared OMol25 structures with the same formula, charge and spin: 417.04 kJ/mol. The calculation puts the LUMO energy at -2.02 eV. As for the total energy: -32728.975 eV.

Last column: natural (NBO) charge in e.
Cartesian coordinates (Å):
O  0.19869  0.16620  2.64516  -0.53
O  -2.03820  0.61159  2.63592  -0.64
O  0.29701  -3.24594  1.82278  -0.72
N  -1.26462  -1.53082  2.10945  -0.76
N  -3.08186  -6.37817  5.80750  -0.51
N  -2.66245  -3.74428  -1.43143  -0.31
C  -1.15852  -0.20630  2.47011  0.86
C  -3.73333  -2.86387  0.36864  -0.09
C  -3.55550  -2.17372  -3.20633  -0.25
C  -4.28639  -2.73857  1.63181  0.12
C  -2.65061  -4.05069  2.95908  -0.17
C  -4.05153  -2.04955  -0.80932  -0.08
C  -2.33875  -4.91661  3.99064  -0.18
C  0.98853  -0.98877  2.42417  -0.18
C  -3.97440  -3.61492  2.72198  -0.17
C  -4.98873  -4.09406  3.59521  -0.14
C  -4.70373  -5.01679  4.58172  -0.25
C  -5.12257  -0.51739  -2.31970  -0.20
C  -3.38003  -2.63028  -1.90859  0.20
C  -3.36811  -5.44812  4.79995  0.22
C  -1.86995  -4.69671  -2.18673  -0.42
C  -0.02898  -2.07464  2.07404  0.62
C  -2.84428  -3.86816  -0.09307  0.18
C  -4.92067  -0.99198  -1.01061  -0.17
C  -2.95020  -7.79405  5.54108  -0.39
C  -2.74598  -5.98028  7.15707  -0.39
C  -4.43110  -1.08978  -3.40321  -0.20
H  1.69933  -0.84636  1.59790  0.19
H  -3.61372  -8.36592  6.20334  0.18
H  -3.00681  -2.65359  -4.01286  0.22
H  -1.85099  -3.65734  2.33805  0.28
H  -3.22018  -7.99400  4.49926  0.21
H  -5.81764  0.30770  -2.48958  0.23
H  -4.57913  -0.67834  -4.40223  0.23
H  -2.30834  -5.70386  -2.13136  0.22
H  -5.09814  -2.02121  1.74019  0.22
H  -1.81109  -4.38208  -3.22851  0.22
H  -1.70870  -6.25679  7.39494  0.18
H  -1.91983  -8.13079  5.72156  0.18
H  1.54861  -1.26611  3.33032  0.19
H  -2.86601  -4.89682  7.25484  0.21
H  -5.43022  -0.57998  -0.14106  0.22
H  -2.40031  -4.69403  0.44889  0.25
H  -1.30459  -5.21850  4.17481  0.23
H  -5.49040  -5.45231  5.20348  0.23
H  -6.00960  -3.74060  3.43867  0.21
H  -0.86250  -4.75999  -1.75548  0.24
H  -3.40546  -6.48604  7.87483  0.18

---

Which of these has the lowest LUMO energy?
C21H21N3O3

---

The highest LUMO energy belongs to which entry?
C21H21N3O2S2